No. 1
Here is a cluster of 2 separate species, C3H3O3 in total in a non-equilibrium geometry from the Open Molecules 2025 dataset. Energies are from the ωB97M-V functional and the def2-TZVPD basis.

CARTESIAN COORDINATES (ANGSTROEM)
H (1.0518, -0.8866, -2.1375)
C (1.5569, -0.5315, -0.1545)
O (-1.7596, -0.1890, 0.5780)
H (0.5092, 0.7754, -1.3755)
O (1.9977, -0.7024, 0.9119)
C (1.0243, -0.1822, -1.3072)
C (-1.2370, 0.8209, 1.4105)
O (-2.1231, 1.3612, 2.0754)
H (-1.0201, -0.4658, -0.0011)

Forces on atoms 1 to 6 (eV/Å):
-0.004 0.280 0.255
0.020 0.929 1.352
-0.045 -0.994 -1.136
0.138 -0.331 0.207
-0.201 -0.368 -1.341
0.161 -0.532 -0.400

Values from the calculation:
* multiplicity: 1
* net charge: -1
* HOMO-LUMO gap: 0.1968 Ha
* F_max: 1.64 eV Å⁻¹
* calculated total energy: -341.7907 Eh

The computed natural (NBO) charges, all in e, follow:
1. H 0.242
2. C 0.729
3. O -0.835
4. H 0.285
5. O -0.448
6. C -0.837
7. C 0.179
8. O -0.770
9. H 0.454

---

No. 2
Here is an isolated molecule of C3H3O3P in a non-equilibrium geometry from the Open Molecules 2025 dataset. Energies are from the ωB97M-V functional and the def2-TZVPD basis.

CARTESIAN COORDINATES (ANGSTROEM)
H (1.5949, -1.7405, -1.2458)
C (-0.5883, 0.0478, 0.2273)
O (0.2468, -3.6364, -0.6470)
C (1.0759, 0.9940, -1.4494)
O (1.9955, 1.1860, -2.0708)
P (0.2130, -2.2566, -1.1866)
O (-0.2991, -1.2510, 0.1715)
H (-0.0154, 1.9822, -0.2638)
C (0.1089, 1.0235, -0.5324)
H (-1.2720, 0.4826, 0.9396)

Forces on atoms 1 to 6 (eV/Å):
-0.122 0.135 0.531
2.815 -2.879 -1.260
0.197 -0.070 0.136
-0.067 -0.724 1.126
0.920 0.021 -1.401
-0.018 -0.451 -1.584

Values from the calculation:
* multiplicity: 1
* net charge: 0
* HOMO-LUMO gap (spin up / spin down): 0.2262 / 0.2261 Ha
* F_max: 4.94 eV Å⁻¹
* calculated total energy: -683.0921 Eh

The computed natural (NBO) charges, all in e, follow:
1. H -0.190
2. C 0.385
3. O -1.086
4. C 0.834
5. O -0.342
6. P 1.202
7. O -0.640
8. H 0.273
9. C -0.635
10. H 0.200

---

No. 3
Here is a structure of composition C3H3O3Pm in a non-equilibrium geometry from the Open Molecules 2025 dataset. Energies are from the ωB97M-V functional and the def2-TZVPD basis.

CARTESIAN COORDINATES (ANGSTROEM)
O (0.1420, 0.7878, -2.7390)
H (-0.4925, -2.3374, 0.7280)
O (2.0199, 1.4211, -1.5947)
O (0.5047, 0.1618, 0.4700)
C (1.0176, 0.9133, -1.9832)
C (-1.1488, -1.4901, 0.9355)
H (-1.3753, 0.5976, 1.1567)
H (-2.2133, -1.6747, 1.0794)
Pm (2.2522, 1.8447, 1.0913)
C (-0.7065, -0.2242, 0.8562)

Forces on atoms 1 to 6 (eV/Å):
0.720 -1.114 2.001
-0.213 0.264 -0.059
0.136 -0.755 1.668
2.681 2.062 0.363
-0.774 1.943 -2.835
0.167 0.465 -0.400

Values from the calculation:
* multiplicity: 6
* net charge: +1
* HOMO-LUMO gap (spin up / spin down): 0.1962 / 0.1990 Ha
* <S²>: 8.756
* F_max: 3.52 eV Å⁻¹
* calculated total energy: -949.9050 Eh

The computed natural (NBO) charges, all in e, follow:
1. O -0.408
2. H 0.202
3. O -0.682
4. O -1.023
5. C 1.083
6. C -0.512
7. H 0.135
8. H 0.218
9. Pm 1.850
10. C 0.137

---

No. 4
Here is a structure of composition C3H3O3Rb in a non-equilibrium geometry from the Open Molecules 2025 dataset. Energies are from the ωB97M-V functional and the def2-TZVPD basis.

CARTESIAN COORDINATES (ANGSTROEM)
C (-0.6405, -0.2245, -1.1605)
Rb (0.9948, -3.3866, -0.9171)
H (1.1023, 1.4109, 1.3002)
O (-0.7580, -1.0856, -2.0069)
C (-0.5763, 0.7472, 0.1508)
H (-1.3087, 1.4937, 0.4782)
C (0.5938, 0.4489, 1.0531)
O (-0.2371, 1.0263, -1.3048)
H (-0.5277, 0.1452, 1.6296)
O (1.3575, -0.5755, 0.7773)

Forces on atoms 1 to 6 (eV/Å):
0.261 3.494 1.054
-0.128 1.018 0.288
-0.631 -0.376 0.817
-0.040 -0.504 1.282
1.303 -1.212 -2.504
-0.096 -0.599 -0.132

Values from the calculation:
* multiplicity: 1
* net charge: 0
* HOMO-LUMO gap: 0.2115 Ha
* F_max: 3.66 eV Å⁻¹
* calculated total energy: -365.7760 Eh

The computed natural (NBO) charges, all in e, follow:
1. C 0.782
2. Rb 0.986
3. H 0.157
4. O -0.676
5. C -0.089
6. H 0.210
7. C 0.017
8. O -0.532
9. H 0.068
10. O -0.924

---

No. 5
Here is a cluster of 2 separate species, C3H3O3S in total in a non-equilibrium geometry from the Open Molecules 2025 dataset. Energies are from the ωB97M-V functional and the def2-TZVPD basis.

CARTESIAN COORDINATES (ANGSTROEM)
C (1.9161, 0.8428, -0.5028)
O (-2.6699, -0.3647, 1.0236)
H (-2.0822, -0.4920, 1.7793)
H (1.1994, 1.6361, -0.5798)
O (-2.3282, 0.0188, -1.1647)
H (2.9502, 1.0499, -0.7384)
C (-1.8059, -0.1923, -0.0927)
S (1.8263, -1.8948, 0.1543)
O (-0.6039, -0.2393, 0.2602)
C (1.5981, -0.3646, -0.1389)

Forces on atoms 1 to 6 (eV/Å):
-0.340 0.788 -0.042
-0.445 -0.115 -0.114
0.064 0.027 -0.299
-0.257 0.088 -0.009
-0.553 -0.022 -0.784
0.095 -0.095 0.044

Values from the calculation:
* multiplicity: 1
* net charge: -1
* HOMO-LUMO gap: 0.2912 Ha
* F_max: 1.21 eV Å⁻¹
* calculated total energy: -740.0515 Eh

The computed natural (NBO) charges, all in e, follow:
1. C -0.637
2. O -0.782
3. H 0.468
4. H 0.248
5. O -0.740
6. H 0.222
7. C 0.967
8. S -0.013
9. O -0.811
10. C 0.077

---

No. 6
Here is the ion C3H3O3S with charge -1 in a non-equilibrium geometry from the Open Molecules 2025 dataset. Energies are from the ωB97M-V functional and the def2-TZVPD basis.

CARTESIAN COORDINATES (ANGSTROEM)
S (-1.2333, 0.2453, -2.0310)
H (1.4121, -0.5106, -0.3154)
O (-1.0664, -2.0762, 0.8683)
H (0.8059, 0.1200, 1.2890)
H (1.9401, 1.7434, -0.8645)
C (-1.4467, -0.9673, 0.5982)
C (-0.6704, -0.2085, -0.5818)
O (-2.3844, -0.2181, 0.8195)
C (0.7296, 0.3405, 0.1386)
O (1.9134, 1.5315, 0.0790)

Forces on atoms 1 to 6 (eV/Å):
0.457 -0.283 -0.038
-1.267 1.302 0.970
0.447 -1.711 1.346
-0.774 0.654 -2.309
0.007 0.076 0.094
0.156 0.893 -3.215

Values from the calculation:
* multiplicity: 1
* net charge: -1
* HOMO-LUMO gap: 0.2746 Ha
* SMILES string: O=C([O-])C(=S)CO
* F_max: 4.22 eV Å⁻¹
* calculated total energy: -739.9861 Eh

The computed natural (NBO) charges, all in e, follow:
1. S -0.084
2. H 0.193
3. O -0.708
4. H 0.208
5. H 0.454
6. C 0.743
7. C -0.175
8. O -0.680
9. C -0.180
10. O -0.770

---

No. 7
Here is the ion C3H3O4PS with charge -2 in a non-equilibrium geometry from the Open Molecules 2025 dataset. Energies are from the ωB97M-V functional and the def2-TZVPD basis.

CARTESIAN COORDINATES (ANGSTROEM)
O (3.1297, -0.2834, -3.2420)
C (1.5761, 0.2639, -1.1509)
P (-1.7901, 0.2830, 1.4644)
H (0.1723, 1.5862, 0.7195)
O (-0.2255, -0.0999, 2.1423)
C (-0.1591, 0.5077, 0.7987)
H (0.2950, -1.3766, -0.1679)
O (-2.4333, 1.3824, 2.3547)
S (2.0436, -0.8747, -2.2706)
H (-0.4403, -0.1859, -1.1556)
C (0.4058, -0.2932, -0.4033)
O (-2.5744, -0.9093, 0.9108)

Forces on atoms 1 to 6 (eV/Å):
-0.990 -1.081 0.775
0.497 -1.677 -1.015
-0.113 -0.231 1.722
0.113 -1.128 0.593
-0.983 0.132 -0.669
-0.188 1.336 -1.102

Values from the calculation:
* multiplicity: 1
* net charge: -2
* HOMO-LUMO gap: 0.2440 Ha
* F_max: 2.86 eV Å⁻¹
* calculated total energy: -1156.5869 Eh

The computed natural (NBO) charges, all in e, follow:
1. O -1.074
2. C -0.487
3. P 2.218
4. H 0.178
5. O -0.824
6. C -0.272
7. H 0.207
8. O -1.155
9. S 0.710
10. H 0.232
11. C -0.581
12. O -1.151

---

No. 8
Here is a structure of composition C3H3O4Sm in a non-equilibrium geometry from the Open Molecules 2025 dataset. Energies are from the ωB97M-V functional and the def2-TZVPD basis.

CARTESIAN COORDINATES (ANGSTROEM)
C (1.1090, -0.2222, -0.4877)
O (1.0542, 1.3254, 1.2621)
O (-2.0807, -0.4810, 0.7886)
H (2.1522, 1.7317, -0.4194)
O (1.0720, -1.1073, 0.4969)
H (-0.8345, -0.3837, -1.1362)
C (-2.2176, -0.5174, -0.4911)
O (-3.2733, -0.5721, -1.0951)
C (1.3926, 1.1014, 0.0669)
H (1.8300, -0.4840, -1.2836)
Sm (-0.2038, -0.3906, 2.2987)

Forces on atoms 1 to 6 (eV/Å):
3.221 0.009 2.177
0.042 0.810 -0.385
1.293 -0.032 0.144
-0.672 0.289 -0.231
-1.269 -0.042 -1.016
-3.352 -0.328 1.119

Values from the calculation:
* multiplicity: 8
* net charge: 0
* HOMO-LUMO gap (spin up / spin down): 0.2298 / 0.2699 Ha
* <S²>: 15.763
* F_max: 3.89 eV Å⁻¹
* calculated total energy: -1074.9586 Eh

The computed Löwdin charges, all in e, follow:
1. C -0.303
2. O -0.230
3. O -0.306
4. H 0.124
5. O -0.332
6. H 0.170
7. C -0.546
8. O -0.002
9. C -0.246
10. H 0.116
11. Sm 1.556

---

No. 9
Here is a cluster of 2 separate species, C3H3OS2 in total in a non-equilibrium geometry from the Open Molecules 2025 dataset. Energies are from the ωB97M-V functional and the def2-TZVPD basis.

CARTESIAN COORDINATES (ANGSTROEM)
H (1.9527, 0.0614, 0.2658)
C (-1.5901, -2.1739, -0.5186)
H (1.7947, 1.4145, 1.5565)
C (1.4269, 0.9329, 0.6945)
S (-1.4513, -2.7967, -1.9134)
O (-1.7804, -1.8035, 0.6029)
H (-0.1917, 2.3167, 0.5096)
C (0.3056, 1.3855, 0.1101)
S (-0.4664, 0.6631, -1.3076)

Forces on atoms 1 to 6 (eV/Å):
-0.300 0.501 0.401
-0.908 1.941 5.149
0.623 0.451 0.956
-0.429 -0.623 -1.058
0.187 -0.612 -1.361
0.699 -1.358 -3.718

Values from the calculation:
* multiplicity: 1
* net charge: -1
* HOMO-LUMO gap: 0.2045 Ha
* F_max: 5.58 eV Å⁻¹
* calculated total energy: -987.7562 Eh

The computed natural (NBO) charges, all in e, follow:
1. H 0.182
2. C 0.446
3. H 0.166
4. C -0.566
5. S -0.001
6. O -0.480
7. H 0.162
8. C -0.303
9. S -0.607

---

No. 10
Here is an isolated molecule of C3H3P in a non-equilibrium geometry from the Open Molecules 2025 dataset. Energies are from the ωB97M-V functional and the def2-TZVPD basis.

CARTESIAN COORDINATES (ANGSTROEM)
P (0.1172, 1.2725, -0.2898)
C (-1.9662, -0.8464, -0.1996)
H (1.3924, -0.4960, 0.1435)
C (-0.9067, -0.1000, -0.1376)
C (1.5552, 0.5871, 0.0935)
H (2.4557, 1.1091, 0.4197)
H (-2.6476, -1.5263, -0.0296)

Forces on atoms 1 to 6 (eV/Å):
0.162 1.938 -0.012
9.259 7.071 0.027
1.197 0.304 0.432
-7.026 -4.904 -0.966
-0.142 -0.959 0.505
-0.171 -0.320 -0.571

Values from the calculation:
* multiplicity: 1
* net charge: 0
* HOMO-LUMO gap: 0.3322 Ha
* SMILES string: C#CP=C
* F_max: 11.65 eV Å⁻¹
* calculated total energy: -457.3225 Eh

The computed natural (NBO) charges, all in e, follow:
1. P 0.736
2. C -0.122
3. H 0.234
4. C -0.461
5. C -0.830
6. H 0.238
7. H 0.204

---

No. 11
Here is an isolated molecule of C3H4 in a non-equilibrium geometry from the Open Molecules 2025 dataset. Energies are from the ωB97M-V functional and the def2-TZVPD basis.

CARTESIAN COORDINATES (ANGSTROEM)
H (-2.7533, -0.0715, -0.0371)
H (1.3011, -0.2794, 0.9725)
C (0.9348, 0.0300, -0.0221)
H (1.3852, -0.7002, -0.6713)
C (-0.4901, -0.0229, -0.0398)
H (1.3346, 0.9946, -0.2092)
C (-1.7122, 0.0494, 0.0070)

Forces on atoms 1 to 6 (eV/Å):
-0.622 0.123 0.063
-0.182 0.252 -0.162
0.940 -1.175 1.290
0.091 -0.159 -0.645
-3.703 0.573 0.101
0.250 0.927 -0.364

Values from the calculation:
* multiplicity: 1
* net charge: 0
* HOMO-LUMO gap: 0.4024 Ha
* SMILES string: C#CC
* F_max: 3.75 eV Å⁻¹
* calculated total energy: -116.6333 Eh

The computed natural (NBO) charges, all in e, follow:
1. H 0.232
2. H 0.238
3. C -0.696
4. H 0.238
5. C 0.009
6. H 0.240
7. C -0.261

---

No. 12
Here is a structure of composition C3H4 in a non-equilibrium geometry from the Open Molecules 2025 dataset. Energies are from the ωB97M-V functional and the def2-TZVPD basis.

CARTESIAN COORDINATES (ANGSTROEM)
H (0.0216, -1.3672, 1.2037)
C (0.1639, -0.4348, 0.7320)
C (-0.1518, 0.8284, 0.4944)
H (1.2446, -0.2070, -1.3783)
H (-0.6914, 1.7026, 1.0364)
H (-0.6836, -0.4675, -1.4082)
C (0.0967, -0.0545, -0.6799)

Forces on atoms 1 to 6 (eV/Å):
0.281 -0.378 1.102
-1.363 1.498 -0.951
-0.646 -0.335 1.819
-3.182 1.220 2.091
1.364 -1.508 -1.505
0.648 0.779 1.344

Values from the calculation:
* multiplicity: 1
* net charge: 0
* HOMO-LUMO gap: 0.3807 Ha
* F_max: 5.02 eV Å⁻¹
* calculated total energy: -116.5553 Eh

The computed natural (NBO) charges, all in e, follow:
1. H 0.224
2. C -0.191
3. C -0.184
4. H 0.133
5. H 0.241
6. H 0.184
7. C -0.409

---

Question: The lowest calculated total energy belongs to which entry?
Answer: C3H3O4PS

---

Question: calculated total energy of number 11 (C3H4)?
Answer: -116.6333 Eh

---

Question: multiplicity of number 7 (C3H3O4PS)?
Answer: 1

---

Question: multiplicity of number 6 (C3H3O3S)?
Answer: 1